Below is 6 unconnected molecules or ions with the total composition H12O6 at a distorted geometry, with properties calculated with ωB97M-V/def2-TZVPD.

Geometry as XYZ:
```
18
Properties=species:S:1:pos:R:3:forces:R:3:mulliken_spin:R:1
H 0.70960 -1.07921 -1.87206 0.51 -0.29 0.08 -0.001
H -1.56788 1.09234 -3.93590 -0.18 0.12 -0.03 -0.049
H -2.36764 1.17195 1.04549 0.96 -0.01 -0.19 -0.054
H -0.30824 1.20933 -0.39932 0.29 -0.11 -0.24 -0.032
H 2.33166 -2.91336 2.26678 0.30 0.04 0.16 -0.170
O 2.06650 0.05378 2.03866 -1.47 0.14 -0.27 0.337
H 2.56198 0.22945 2.83857 0.54 0.20 0.86 -0.072
O 1.57447 -2.64231 1.74771 -0.49 -1.10 -0.37 0.407
H 1.51261 -1.69757 1.88871 0.10 0.76 0.19 0.007
H 0.08353 0.78231 0.99927 0.60 -0.24 0.43 -0.093
H -0.70766 -0.72964 -1.47072 -0.38 -0.26 0.33 -0.042
H 2.73507 -0.10095 1.37135 0.83 -0.07 -0.76 -0.109
O -3.26489 0.98384 1.32079 -0.84 -0.15 0.25 0.106
O -0.70775 0.70951 -4.10867 -0.32 0.34 -0.94 0.159
H -3.80914 1.53370 0.75717 -0.12 0.10 -0.07 -0.006
O -0.57868 1.27682 0.51640 -0.72 0.49 0.06 0.516
H -0.37987 0.45666 -3.24566 0.42 -0.33 0.61 -0.018
O 0.11632 -0.33666 -1.75857 -0.01 0.40 -0.10 0.113
```
Positions in Å, forces in eV/Å.

The HOMO energy (spin up / spin down) is 0.014 / -0.273 hartree. The calculation puts the LUMO energy (spin up / spin down) at 3.07 / 2.99 eV. The energy relative to the best compared isomer or geometry (same formula, charge and spin) is 0.499 eV. The value obtained for the gap between HOMO and LUMO (spin up / spin down) is 2.69 / 10.40 eV. As for the net charge: -1. As for the spin multiplicity: 2.

***

Below is a molecular structure, H12O6 at a distorted geometry, with properties calculated with ωB97M-V/def2-TZVPD.

Geometry as XYZ:
```
18
Properties=species:S:1:pos:R:3:forces:R:3:mulliken_charge:R:1
H -3.23485 -1.68512 -0.18708 -0.27 0.15 0.71 0.310
O -3.44660 2.54969 1.30204 0.16 0.04 -1.11 -0.641
H 0.54619 -0.93604 0.29744 -0.67 0.67 0.29 0.276
O -2.62902 -1.94465 -0.86774 2.65 -0.38 0.05 -0.644
H 3.70682 2.97603 -1.63388 -0.23 0.40 0.13 0.307
O 1.06986 -2.47239 -1.09090 2.64 -9.85 -3.63 -0.509
O 1.28606 0.73972 3.25311 -1.37 -3.12 0.35 -0.636
O 0.60789 -0.89925 -0.65487 -4.61 11.25 1.41 -0.589
H -3.17833 1.66462 0.98306 -0.22 0.84 0.10 0.312
H 0.66493 -2.13495 -1.90929 0.65 -0.87 0.63 0.322
H -1.70517 -2.04572 -0.45046 -2.27 0.18 -0.76 0.342
H 3.55300 1.52384 -1.91592 -1.31 1.05 0.48 0.318
H -3.46417 3.13030 0.50121 0.08 -0.88 1.00 0.329
O 3.00184 2.31983 -1.65699 1.52 -1.44 -0.61 -0.622
H 0.32563 0.84746 3.13711 0.33 0.89 -0.09 0.311
H 1.86223 -2.88824 -1.40150 1.12 -1.60 -0.60 0.209
H 1.20361 -0.26710 3.42219 1.03 2.21 -0.23 0.322
H -0.16992 -0.47803 -1.12755 0.78 0.45 1.89 0.283
```
Positions in Å, forces in eV/Å.

The HOMO energy is -0.296 hartree. The calculation puts the LUMO energy at 0.06 eV. The energy relative to the best compared isomer or geometry (same formula, charge and spin) is 6.260 eV. The value obtained for the gap between HOMO and LUMO is 8.11 eV. As for the net charge: 0.

***

Below is 6 unconnected molecules or ions with the total composition H12O6 at a distorted geometry, with properties calculated with ωB97M-V/def2-TZVPD.

Geometry as XYZ:
```
18
Properties=species:S:1:pos:R:3:forces:R:3:mulliken_charge:R:1
O -0.27050 0.73539 3.37211 -0.47 -0.73 -1.37 -0.576
O -0.44750 -0.01661 0.21711 -0.01 -0.07 1.24 -0.619
H 1.94950 1.04239 -0.84089 -0.07 1.00 -0.72 0.256
H 0.06950 -1.52961 -2.63289 0.25 0.09 0.20 0.326
H -1.73250 1.27839 -2.85189 -0.60 -0.75 -1.52 0.293
H -1.29950 2.07539 -1.81989 0.79 3.63 1.55 0.221
O -1.40550 1.18939 -1.97389 -0.41 -2.31 -0.42 -0.625
O 1.24750 -2.15361 1.06511 -0.17 0.07 0.26 -0.591
H -0.98450 0.38839 0.92111 0.19 -0.14 -0.63 0.238
H 1.43950 0.13639 0.20011 -0.28 -0.31 0.18 0.412
O 2.20850 0.28139 -0.35189 0.77 -0.47 0.22 -0.619
H -0.69450 0.31239 -0.65089 -0.38 0.06 0.12 0.333
H -1.22050 -0.66661 -2.54789 0.71 -1.32 -0.20 0.369
H 0.02150 0.26539 4.13611 0.29 -0.31 0.84 0.294
O -0.86750 -1.54261 -2.82889 -0.85 0.89 -0.01 -0.633
H 0.62550 -1.42361 1.09111 -0.68 0.07 -0.80 0.316
H -0.24650 1.65639 3.56011 0.14 1.04 0.44 0.294
H 1.60750 -2.02861 1.93611 0.79 -0.46 0.62 0.312
```
Positions in Å, forces in eV/Å.

The HOMO energy is -0.388 hartree. The calculation puts the LUMO energy at -0.08 eV. The energy relative to the best compared isomer or geometry (same formula, charge and spin) is 1.834 eV. The value obtained for the gap between HOMO and LUMO is 10.48 eV. As for the net charge: 0.

***

Below is a molecular structure, H12O6 at a distorted geometry, with properties calculated with ωB97M-V/def2-TZVPD.

Geometry as XYZ:
```
18
Properties=species:S:1:pos:R:3:forces:R:3:mulliken_charge:R:1
H -0.56413 -1.48220 -1.05363 0.40 -0.48 0.17 0.324
H -0.52394 0.30922 -0.44644 -0.40 0.72 -0.08 0.166
H 0.48785 -1.06066 1.38684 0.03 -0.19 0.37 0.314
O -0.33026 -1.13409 1.87830 -0.43 -2.45 1.06 -0.582
O 2.88429 0.45146 0.53268 -0.29 -0.42 -0.22 -0.673
O -0.43804 1.26294 1.95188 -3.03 5.46 9.17 -0.892
H 3.56863 1.12052 0.51639 0.19 0.17 -0.08 0.312
H -2.01988 -1.23156 -1.38500 -0.62 -0.41 0.14 0.363
H -0.72431 -1.94936 1.56796 -0.06 -0.55 0.20 0.269
H -1.27765 0.70007 -3.40406 0.07 0.26 -0.27 0.268
H -0.07136 0.89336 1.14866 -0.98 3.40 5.12 0.728
O -0.83015 0.83816 -2.56925 0.67 4.45 -2.07 -0.742
H 0.93062 0.33351 -0.02749 0.82 0.10 -0.91 0.402
O -1.13135 -1.03701 -1.68315 -1.06 -5.97 2.39 -0.636
O 0.04233 0.43022 0.31575 4.16 -6.43 -15.30 -0.515
H -1.07702 0.61335 2.24507 0.22 0.31 0.42 0.229
H 2.17969 0.84139 1.05008 0.12 0.44 0.75 0.319
H -1.10531 0.10070 -2.02459 0.17 1.58 -0.86 0.346
```
Positions in Å, forces in eV/Å.

The HOMO energy is -0.326 hartree. The calculation puts the LUMO energy at -0.34 eV. The energy relative to the best compared isomer or geometry (same formula, charge and spin) is 7.970 eV. The value obtained for the gap between HOMO and LUMO is 8.53 eV. As for the net charge: 0.

***

Below is 6 unconnected molecules or ions with the total composition H12O6 at a distorted geometry, with properties calculated with ωB97M-V/def2-TZVPD.

Geometry as XYZ:
```
18
Properties=species:S:1:pos:R:3:forces:R:3:mulliken_charge:R:1
O -2.07733 -1.23011 -0.14128 -1.14 -0.62 0.50 -0.610
O 0.48367 -0.44611 -0.86628 1.47 -1.99 -3.08 -0.729
O 0.94667 -2.18411 1.28072 0.17 1.69 0.32 -0.643
H 0.74167 -1.13911 -0.26128 0.06 -0.59 0.46 0.393
H 0.33567 -1.70511 1.87572 0.45 -0.77 -0.49 0.302
H -1.49133 1.62389 1.31772 0.24 -0.21 0.26 0.287
H -1.09633 0.22389 1.93172 -0.20 0.61 -0.40 0.292
H 2.10067 0.42989 -0.46128 -2.36 -0.03 -2.17 0.385
H 0.75867 -3.10511 1.31372 -0.49 -1.06 0.20 0.298
H -2.25233 -0.30111 -0.05828 -0.48 0.68 0.57 0.299
H -1.00833 1.96989 -2.13928 -1.48 -2.05 -0.94 0.296
O 2.78367 0.55189 0.13572 2.79 -1.85 2.66 -0.649
H -1.42633 -1.17111 -0.81728 1.28 -0.56 -1.06 0.347
O -0.47733 2.65089 -1.83028 1.20 1.05 2.08 -0.584
H 2.91967 -0.40811 0.41972 0.00 2.05 -0.32 0.289
H 0.03667 0.15589 -0.35728 -1.67 2.58 2.22 0.353
O -0.91533 0.85389 1.21272 -0.10 0.10 0.33 -0.615
H -0.36233 3.22989 -2.55528 0.25 0.96 -1.12 0.289
```
Positions in Å, forces in eV/Å.

The HOMO energy is -0.384 hartree. The calculation puts the LUMO energy at 0.10 eV. The energy relative to the best compared isomer or geometry (same formula, charge and spin) is 1.766 eV. The value obtained for the gap between HOMO and LUMO is 10.55 eV. As for the net charge: 0.

***

Below is 6 unconnected molecules or ions with the total composition H12O6, with properties calculated with ωB97M-V/def2-TZVPD.

Geometry as XYZ:
```
18
Properties=species:S:1:pos:R:3:forces:R:3:mulliken_charge:R:1
H -0.92160 0.05521 0.19164 0.51 0.04 -0.14 0.383
O -2.72809 0.25087 -0.38391 -0.34 -0.26 0.17 -0.668
H 0.61758 -2.04443 -2.37614 0.00 0.00 0.13 0.286
H 1.08596 1.68392 1.37238 -0.07 -0.04 0.09 0.366
O 1.37660 2.29706 2.06572 -0.03 -0.02 -0.14 -0.622
H 3.53227 -3.77916 -0.33984 -0.04 0.02 0.08 0.313
O -2.13065 3.13469 0.18003 -0.05 -0.19 0.19 -0.625
H 0.58025 2.49345 2.56641 0.04 -0.05 0.00 0.274
O 3.04691 -3.24182 0.29543 0.04 0.10 -0.22 -0.644
H 1.94261 -1.50658 -1.83094 -0.21 0.12 -0.05 0.358
H -3.38455 -0.06974 0.24866 0.07 0.08 -0.09 0.326
H 2.41386 -2.73804 -0.23407 -0.07 -0.26 0.23 0.357
H -3.02549 -0.08299 -1.23822 0.09 0.14 0.02 0.284
O 0.04661 0.15219 0.24247 -0.10 -0.16 -0.15 -0.672
H -2.10160 2.16686 0.21571 -0.01 0.26 -0.18 0.321
H 0.40090 -0.44225 -0.44895 -0.31 0.32 0.48 0.376
O 1.04719 -1.75769 -1.56085 0.44 -0.11 -0.32 -0.727
H -1.79875 3.42845 1.03444 0.05 0.02 -0.11 0.311
```
Positions in Å, forces in eV/Å.

The HOMO energy is -0.390 hartree. The calculation puts the LUMO energy at -0.07 eV. The energy relative to the best compared isomer or geometry (same formula, charge and spin) is 1.272 eV. The value obtained for the gap between HOMO and LUMO is 10.54 eV. As for the net charge: 0.

***

Number 1: calculated total energy -458.61605 a.u.. Number 2: calculated total energy -458.44242 a.u.. Number 3: calculated total energy -458.60509 a.u.. Number 4: calculated total energy -458.37958 a.u.. Number 5: calculated total energy -458.60757 a.u.. Number 6: calculated total energy -458.62572 a.u..